[1]
The following is a quantum chemistry calculation of a molecular structure, C13H33BeF6N3O6P in a non-equilibrium geometry, from the OMol25 dataset.

Geometry (Å):
Be 12.3623 -18.1447 -7.7144
C 10.0039 -19.8332 -7.2908
O 11.1113 -20.2028 -6.8730
O 9.8806 -18.7198 -7.8305
O 8.9765 -20.5003 -7.2223
P 11.5746 -16.5509 -11.3882
F 11.7119 -18.1238 -11.7954
F 11.6265 -16.1111 -12.9832
F 9.9331 -16.6836 -11.4731
F 11.2954 -14.9634 -10.8279
F 11.6125 -17.0358 -9.8436
F 13.2472 -16.4249 -11.3399
C 13.4062 -16.5640 -4.0624
C 12.0702 -17.1802 -4.3470
C 11.0724 -16.2042 -5.0566
O 11.4940 -15.9326 -6.3957
C 10.4790 -15.1974 -7.0830
N 12.3289 -18.3962 -5.1532
H 13.3380 -15.7006 -3.4007
H 13.8696 -16.2718 -5.0047
H 14.0461 -17.2367 -3.4914
H 11.6881 -17.4984 -3.3771
H 11.0075 -15.3118 -4.4341
H 10.1077 -16.7112 -5.0384
H 9.5749 -15.8059 -7.0613
H 10.7727 -15.0250 -8.1184
H 10.2656 -14.2614 -6.5669
H 13.0105 -18.9656 -4.6723
H 11.5193 -18.9715 -5.3366
C 12.6986 -21.0067 -11.3339
C 13.1539 -20.8393 -9.8850
C 14.3903 -21.6064 -9.5820
O 14.6057 -21.5343 -8.2637
C 15.8213 -22.2577 -7.9382
N 13.3665 -19.4201 -9.7403
H 12.6070 -22.0742 -11.5342
H 13.4377 -20.6151 -12.0328
H 11.7232 -20.6329 -11.6453
H 12.3056 -21.1411 -9.2707
H 15.3005 -21.3498 -10.1240
H 14.2368 -22.6702 -9.7631
H 16.1007 -22.0443 -6.9065
H 16.6300 -21.8899 -8.5697
H 15.6600 -23.3319 -8.0293
H 12.9535 -19.0697 -10.5928
H 14.3239 -19.1610 -9.9311
C 17.1316 -18.1704 -7.1410
C 15.6109 -17.7815 -7.1376
C 15.2033 -16.8133 -8.2809
O 13.9420 -16.2553 -7.9518
C 13.8581 -14.8800 -8.2882
N 14.7857 -18.9729 -6.9747
H 17.7591 -17.2855 -7.0350
H 17.5736 -18.5654 -8.0558
H 17.3631 -18.8427 -6.3149
H 15.3935 -17.2315 -6.2220
H 15.0799 -17.1895 -9.2965
H 16.0113 -16.0851 -8.3511
H 14.1609 -14.7113 -9.3216
H 14.5057 -14.2563 -7.6720
H 12.8873 -14.5004 -7.9694
H 15.0312 -19.7541 -7.5659
H 14.7894 -19.4076 -6.0631

<S²>   0.761
Calculated total energy   -56768.5650 eV
Maximum force   4.4 eV/A
Spin multiplicity   2
Total charge   0
LUMO (alpha / beta)   -0.70 / -2.04 eV

---

[2]
The following is a quantum chemistry calculation of a molecular structure, C6H14F3KNO4S in a non-equilibrium geometry, from the OMol25 dataset.

Geometry (Å):
K -0.5938 -1.6429 1.4874
C 0.4162 0.1555 -1.3264
N 0.6378 1.7375 -1.4703
C 0.4143 2.3854 -0.0901
C 2.1261 1.9956 -1.8331
C -0.2134 2.3346 -2.6550
C -0.4155 1.5280 -3.9996
O 0.7732 1.3682 -4.6318
H 0.6703 -0.3391 -2.2638
H -0.6284 0.1053 -1.0190
H 0.9771 -0.1197 -0.4332
H 1.0882 1.9459 0.6453
H -0.6561 2.3349 0.1096
H 0.7275 3.4291 -0.1169
H 2.8505 1.5993 -1.1215
H 2.3464 3.0516 -1.9900
H 2.3595 1.4281 -2.7339
H 0.1413 3.3130 -2.9790
H -1.1862 2.5051 -2.1936
H -1.0661 2.1849 -4.5771
H -0.9560 0.5832 -3.9418
H 0.9485 0.4740 -4.9338
C -2.0914 -4.0222 5.8346
F -2.8712 -2.9545 5.5386
F -1.7474 -3.9094 7.1514
F -2.8606 -5.1040 5.7275
S -0.5343 -4.0929 4.6335
O -0.6781 -5.3891 3.9138
O -0.6558 -2.8715 3.7930
O 0.6771 -4.0138 5.4754

<S²>   0.750
Calculated total energy   -51437.5896 eV
Maximum force   2.9 eV/A
Spin multiplicity   2
Total charge   0
LUMO (alpha / beta)   -0.38 / -0.65 eV

---

[3]
The following is a quantum chemistry calculation of a molecular structure, C9H18GdOP in a non-equilibrium geometry, from the OMol25 dataset.

Geometry (Å):
C -1.8945 2.9016 -0.2084
C -0.7638 3.2474 -1.0329
C -0.6270 2.2938 -2.0731
C -1.7202 1.3927 -1.9867
C -2.4959 1.7026 -0.8086
Gd -0.5023 0.6467 1.0413
P -1.6345 0.7355 3.2606
H -2.3757 3.5443 0.5282
H -0.0732 4.0706 -0.8050
H 0.2541 2.1531 -2.6842
H -3.4909 1.3224 -0.5756
H -1.8943 0.5075 -2.6101
H -2.9401 0.2049 3.5106
H -1.5493 1.9190 4.0694
H -0.7495 -0.1905 3.9513
C 2.4613 -0.7028 -1.5035
C 1.0809 -1.2833 -1.3529
O 0.5347 -0.9626 -0.0198
C 0.9926 -1.7391 1.1286
C 1.2923 -3.1861 0.7729
H 2.4918 0.3854 -1.3477
H 2.8333 -0.8946 -2.5136
H 3.1598 -1.1691 -0.8014
H 0.3635 -0.8448 -2.0333
H 1.0478 -2.3688 -1.4403
H 1.8923 -1.2615 1.5456
H 0.1921 -1.7249 1.8919
H 2.1599 -3.2776 0.1132
H 1.5203 -3.7465 1.6830
H 0.4345 -3.6755 0.3002

<S²>   16.757
Calculated total energy   -41790.2724 eV
Maximum force   4.2 eV/A
Spin multiplicity   8
Total charge   0
LUMO (alpha / beta)   -0.06 / 0.23 eV

---

[4]
The following is a quantum chemistry calculation of 8 unconnected molecules or ions with the total composition C31H47NO13 in a non-equilibrium geometry, from the OMol25 dataset.

Geometry (Å):
C 1.4372 -1.0579 1.0366
C 0.0983 -1.1352 1.3369
C -0.6304 -0.4742 0.2980
N 0.2991 -0.1945 -0.6581
C 1.5655 -0.4437 -0.2020
H 2.1683 -1.4346 1.7366
H -0.3414 -1.6438 2.1822
H -1.6921 -0.3900 0.1187
H 0.0625 0.3767 -1.4568
H 2.4614 -0.1861 -0.7473
O -5.4872 -1.0315 3.5520
C -6.1843 -0.6106 2.6940
C -6.2604 0.8298 2.1208
C -7.0971 0.6730 0.8537
C -7.6441 -0.6779 0.8411
O -6.8999 -1.3873 1.7867
H -6.7817 1.5210 2.7831
H -5.2382 1.1604 1.9368
H -7.7645 1.5342 0.8216
H -6.4280 0.9582 0.0419
H -8.7237 -0.7475 0.9742
H -7.2997 -0.9495 -0.1568
O -2.0204 -8.5875 5.8330
C -1.7685 -7.3475 6.0058
C -1.1698 -6.3139 5.0371
C -0.7287 -5.2766 6.0811
C -1.6939 -5.4450 7.2091
O -2.1492 -6.8124 7.1219
H -0.3530 -6.8343 4.5371
H -1.8911 -5.8544 4.3613
H 0.1903 -5.5694 6.5888
H -0.7558 -4.3241 5.5518
H -1.0910 -5.2162 8.0878
H -2.5873 -4.8317 7.0907
O -2.7364 -9.1564 -0.3369
C -3.1158 -8.0183 -0.2660
C -4.4864 -7.6471 0.3517
C -4.4623 -6.1780 0.7041
C -3.1098 -5.5906 0.0046
O -2.4979 -6.8151 -0.5028
H -5.1700 -7.8673 -0.4683
H -4.8068 -8.2521 1.1998
H -5.3680 -5.6295 0.4456
H -4.3445 -5.9474 1.7629
H -3.4434 -4.8510 -0.7232
H -2.4186 -5.0241 0.6286
O 3.2911 -0.7922 -5.0342
C 3.4581 0.3277 -5.5043
C 2.4218 1.3511 -5.9627
C 3.3072 2.2752 -6.9318
C 4.7934 2.0989 -6.3697
O 4.6743 0.7888 -5.7660
H 1.6551 0.9438 -6.6218
H 1.8837 1.8152 -5.1362
H 3.2368 1.8114 -7.9156
H 2.8299 3.2538 -6.8809
H 5.3536 2.1002 -7.3047
H 5.1314 2.8792 -5.6879
O 2.7954 7.7317 -2.5326
C 3.3723 6.7568 -2.0320
C 3.8825 6.5626 -0.6646
C 4.1156 5.0541 -0.6381
C 4.3433 4.7077 -2.0596
O 3.5773 5.6157 -2.7548
H 4.8482 7.0335 -0.8484
H 3.2081 7.0486 0.0405
H 4.8314 4.6830 0.0954
H 3.1581 4.5941 -0.3936
H 5.4047 4.6707 -2.3049
H 3.9198 3.7309 -2.2930
O -2.0889 3.0685 -2.8152
C -2.6030 3.9844 -2.1421
C -2.0848 4.6488 -0.8211
C -3.3409 5.3767 -0.3505
C -4.3312 5.4735 -1.5799
O -3.8626 4.4678 -2.4118
H -1.5638 3.8789 -0.2521
H -1.3826 5.4623 -1.0035
H -3.8281 4.6792 0.3309
H -3.1646 6.3201 0.1663
H -5.3581 5.3990 -1.2221
H -4.1082 6.3010 -2.2534
C 7.8950 0.4058 0.3062
C 8.8224 1.5991 0.2211
C 9.3597 1.9228 1.5303
O 8.9683 2.2155 -0.7603
H 8.2377 -0.3426 1.0207
H 7.8438 -0.0104 -0.6999
H 6.9226 0.8764 0.4520
H 9.8091 0.9951 1.8847
H 8.5934 2.2457 2.2351
H 10.1305 2.6908 1.4669

Calculated total energy   -61012.7136 eV
ΔE to the lowest compared entry with this formula, charge and spin   86.5 kcal per mole
Maximum force   6.6 eV/A
Total charge   0
LUMO   -0.08 eV

---

Q: Which of these has the highest maximum force?
A: C31H47NO13

---

Q: Number 4 is which compound?
A: C31H47NO13